Record 1
The following is a DFT calculation (the ωB97M-V functional and the def2-TZVPD basis) of a 9-piece molecular cluster, C4H27NO9 overall.

Computed properties:
Structure (SMILES): C[C@H](O)[C@@H](C)N.O.O.O.O.O.O.O.O
Strongest force on any atom (Eh/bohr): 0.092
Energy (eV): -24502.266
HOMO-LUMO gap (eV): 9.561

Last columns: bonded neighbours and bond lengths (Å).
Element x y z (Å)
1 C -2.05 -2.26 0.20  C2 1.525, H7 1.088, H8 1.007, H9 1.107
2 C -1.41 -0.89 -0.02  C1 1.525, O3 1.397, C4 1.667, H10 1.095
3 O -1.19 -0.39 1.27  C2 1.397, H11 0.994
4 C -2.62 0.13 -0.56  C2 1.667, C5 1.508, N6 1.487, H12 1.220
5 C -3.56 0.44 0.58  C4 1.508, H13 1.106, H14 1.096, H15 1.141
6 N -1.99 1.31 -1.19  C4 1.487, H16 0.982, H17 1.034
7 H -3.08 -2.20 -0.16  C1 1.088
8 H -1.90 -2.55 1.15  C1 1.007
9 H -1.59 -3.04 -0.44  C1 1.107
10 H -0.47 -0.84 -0.59  C2 1.095
11 H -0.24 -0.09 1.30  O3 0.994
12 H -3.18 -0.33 -1.54  C4 1.220
13 H -3.12 1.11 1.34  C5 1.106
14 H -3.90 -0.55 0.91  C5 1.096
15 H -4.50 0.86 0.10  C5 1.141
16 H -1.28 1.67 -0.62  N6 0.982
17 H -2.68 2.08 -1.30  N6 1.034
18 O 0.39 -0.89 3.45  H19 0.936, H20 0.954
19 H -0.21 -1.04 2.75  O18 0.936
20 H 0.11 -0.13 3.95  O18 0.954
21 O 1.67 -2.68 1.98  H22 0.960, H23 0.979
22 H 1.57 -2.43 2.90  O21 0.960
23 H 2.41 -3.28 2.20  O21 0.979
24 O 0.36 1.44 -3.60  H25 0.957, H26 0.956
25 H -0.56 1.71 -3.61  O24 0.957
26 H 0.70 1.91 -2.84  O24 0.956
27 O 1.50 -0.33 0.65  H28 0.986, H29 0.959
28 H 1.42 -0.66 -0.27  O27 0.986
29 H 1.76 -1.04 1.25  O27 0.959
30 O 2.06 2.69 -1.90  H31 0.996, H32 0.946
31 H 2.14 2.24 -1.01  O30 0.996
32 H 2.94 2.88 -2.18  O30 0.946
33 O 3.79 1.20 -0.97  H34 0.906, H35 0.990
34 H 3.76 0.66 -1.69  O33 0.906
35 H 3.56 0.61 -0.21  O33 0.990
36 O 0.93 -1.04 -2.60  H37 1.018, H38 1.040
37 H 0.91 -1.39 -3.55  O36 1.018
38 H 0.24 -0.29 -2.82  O36 1.040
39 O 2.88 1.70 2.54  H40 1.007, H41 1.076
40 H 2.40 2.56 2.32  O39 1.007
41 H 2.03 1.12 2.85  O39 1.076

---

Record 2
The following is a DFT calculation (the ωB97M-V functional and the def2-TZVPD basis) of the molecule C5H14N2.

Computed properties:
Structure (SMILES): CCN(C)CCN
Strongest force on any atom (Eh/bohr): 0.098
Energy (eV): -8390.548
HOMO-LUMO gap (eV): 9.662

Last columns: bonded neighbours and bond lengths (Å).
Element x y z (Å)
1 C -0.54 -1.13 -2.21  C2 1.557, H8 1.109, H9 1.155, H10 1.116
2 C 0.36 -1.47 -0.98  C1 1.557, N3 1.462, H11 1.023, H12 1.118
3 N 0.60 -0.30 -0.15  C2 1.462, C4 1.541, C5 1.497
4 C 1.86 -0.65 0.67  N3 1.541, H13 1.153, H14 1.045, H15 1.119
5 C -0.63 -0.07 0.67  N3 1.497, C6 1.584, H16 1.107, H17 1.068
6 C -0.63 1.29 1.48  C5 1.584, N7 1.480, H18 1.120, H19 1.072
7 N -0.90 2.40 0.54  C6 1.480, H20 1.006, H21 0.982
8 H -1.53 -0.73 -1.89  C1 1.109
9 H -0.70 -2.09 -2.84  C1 1.155
10 H -0.18 -0.36 -2.92  C1 1.116
11 H 0.03 -2.35 -0.58  C2 1.023
12 H 1.41 -1.70 -1.30  C2 1.118
13 H 1.66 -1.50 1.42  C4 1.153
14 H 2.60 -0.96 0.01  C4 1.045
15 H 2.19 0.22 1.29  C4 1.119
16 H -0.75 -0.82 1.48  C5 1.107
17 H -1.51 -0.17 0.08  C5 1.068
18 H 0.15 1.61 2.22  C6 1.120
19 H -1.51 1.27 2.09  C6 1.072
20 H -0.34 2.40 -0.30  N7 1.006
21 H -1.85 2.65 0.62  N7 0.982